{"formula": "C5H29NO9", "method": "ωB97M-V/def2-TZVPD", "elements": ["C", "N", "C", "C", "C", "C", "O", "H", "H", "H", "H", "H", "H", "H", "H", "H", "H", "H", "H", "H", "O", "H", "H", "O", "H", "H", "O", "H", "H", "O", "H", "H", "O", "H", "H", "O", "H", "H", "O", "H", "H", "O", "H", "H"], "coordinates": [[-3.014, -1.703, -0.343], [-1.652, -1.135, -0.419], [-1.407, 0.152, 0.308], [-1.788, -0.011, 1.837], [-0.682, -0.118, 2.905], [0.746, -0.211, 2.549], [1.294, 0.891, 1.849], [-3.033, -2.529, -1.052], [-3.069, -2.171, 0.639], [-3.832, -0.981, -0.424], [-1.443, -0.865, -1.381], [-2.005, 0.977, -0.143], [-0.355, 0.401, 0.181], [-2.445, -0.896, 1.855], [-2.481, 0.828, 2.032], [-0.814, 0.821, 3.460], [-1.005, -0.926, 3.592], [0.952, -1.092, 1.914], [1.356, -0.381, 3.473], [1.348, 1.680, 2.403], [3.004, -0.750, 0.275], [2.659, -0.455, 1.124], [2.376, -1.415, -0.102], [1.061, 3.092, 0.193], [0.284, 3.362, -0.333], [0.930, 2.143, 0.335], [2.507, 1.220, -1.351], [2.272, 1.978, -0.790], [2.682, 0.413, -0.786], [-1.269, 3.039, -1.511], [-0.602, 2.547, -2.075], [-1.595, 3.777, -2.029], [0.214, -1.338, -3.235], [0.442, -0.409, -3.397], [0.841, -1.806, -3.800], [0.453, 1.761, -2.995], [1.013, 2.231, -3.622], [1.096, 1.669, -2.241], [-1.390, -3.116, 2.385], [-1.248, -2.774, 1.491], [-2.148, -3.697, 2.244], [1.040, -2.174, -0.795], [0.225, -2.199, -0.272], [0.812, -1.860, -1.695]], "total_energy_ev": -25573.500, "e_above_lowest_kj_mol": 113.0, "total_charge": 0, "smiles": "CNCCCCO.O.O.O.O.O.O.O.O", "homo_energy_ev": -9.359, "lumo_energy_ev": 0.4}